An isolated molecule of C3H6N2 in a non-equilibrium geometry. Source: the OMol25 dataset; level of theory: the ωB97M-V functional and the def2-TZVPD basis.

Output
2S+1: 1
Frontier orbital gap in eV: 9.532
Lowest unoccupied orbital energy in eV: 1.064
HOMO level in eV: -8.468
SMILES string: NN1C=CC1
E_tot in Eh: -227.26072

The geometry in XYZ format:
```
11
Properties=species:S:1:pos:R:3:forces:R:3
C -1.096146 -0.111085 1.102009 2.44 -1.32 -1.17
C -0.135984 -1.089317 0.869048 -1.22 -0.39 1.03
C -0.173626 0.924576 0.402965 -0.21 -0.30 -1.84
N 0.833180 -0.232115 0.369523 1.65 1.10 -3.76
N 1.152326 -0.606748 -1.292523 -2.66 -0.36 2.98
H -1.955213 -0.095937 1.725379 -0.54 0.23 0.32
H 0.119218 -2.204818 1.103139 -0.96 2.22 -0.41
H -0.416994 1.415343 -0.649194 0.17 -1.82 1.95
H 0.230891 1.777874 0.920124 0.01 0.10 0.93
H 0.828992 -1.567827 -1.151042 -0.09 0.13 -0.78
H 2.110084 -0.746097 -1.526988 1.40 0.42 0.77
```
Positions in Å, forces in eV/Å.

A 10-piece molecular cluster, C28H67F3N2O16S5 overall in a non-equilibrium geometry. Source: the OMol25 dataset; level of theory: the ωB97M-V functional and the def2-TZVPD basis.

Output
2S+1: 1
Frontier orbital gap in eV: 3.738
Lowest unoccupied orbital energy in eV: -1.834
HOMO level in eV: -5.572
E_tot in Eh: -4710.52078

The geometry in XYZ format:
```
121
Properties=species:S:1:pos:R:3:forces:R:3
N -3.046232 -6.204446 -1.206862 -0.70 -0.36 -0.20
H -2.435371 -5.407540 -1.315942 0.33 0.52 0.22
H -3.751028 -6.081054 -0.494032 -0.04 0.45 0.81
H -2.534899 -7.049200 -0.994689 0.52 -0.44 0.18
H -3.588181 -6.340230 -2.048260 0.04 -0.09 -0.73
N 4.197154 -8.100610 0.994526 -0.50 0.56 -0.48
H 3.773063 -7.185348 0.944046 -0.48 0.66 -0.14
H 4.654015 -8.125112 1.894960 0.42 -0.58 0.30
H 4.789568 -8.205366 0.183246 0.80 -0.01 -0.01
H 3.458527 -8.780683 0.884876 -0.70 -0.60 0.56
C 1.677769 0.134272 0.039623 0.59 -0.91 -0.56
F 0.651921 0.976458 0.063132 0.04 0.07 0.34
F 2.022018 0.059122 -1.328919 -0.15 -0.34 2.11
F 2.721613 0.683657 0.708637 -0.57 -0.17 -0.77
S 1.178199 -1.551530 0.952844 0.95 -0.79 0.15
O -0.162387 -1.745594 0.370192 1.24 0.12 0.84
O 2.169729 -2.611534 0.576774 -1.51 1.96 0.15
O 1.292885 -1.178036 2.383906 -0.60 -0.23 -2.35
C 0.393389 -10.681517 4.433348 0.68 -0.17 0.46
C -0.612556 -9.783453 3.689574 0.27 0.30 -1.28
C -0.733753 -8.410161 4.373133 0.27 -0.64 0.60
O -0.443804 -9.642057 2.320380 0.54 -0.20 0.47
H 1.442247 -10.385179 4.420162 0.33 0.50 -0.85
H 0.385739 -11.728273 4.129453 -0.25 0.00 -0.25
H 0.274819 -10.661318 5.516690 -0.79 -0.14 0.26
H -1.572841 -10.264295 3.875964 -0.58 -0.48 0.19
H -1.791210 -8.232271 4.568702 0.02 0.63 -0.31
H -0.224508 -7.669189 3.756915 -0.31 0.14 0.03
H -0.259138 -8.463607 5.352921 0.12 0.31 0.25
O -9.595305 -1.688092 1.383456 0.59 -0.09 -0.54
S -8.492121 -1.816760 0.471874 -0.80 1.32 -2.34
O -7.617556 -2.949127 0.500858 -0.33 0.43 -0.09
O -9.059853 -1.748994 -1.153106 1.12 -1.08 3.05
C -10.026675 -0.784405 -1.540107 0.29 0.88 -0.28
C -9.348802 -0.021881 -2.679790 -0.73 -0.92 -0.54
C -7.518578 -0.274796 0.428573 0.03 -0.98 -0.07
H -10.362981 -0.118266 -0.745595 0.18 -0.19 0.36
H -10.895077 -1.346220 -1.884131 -0.05 0.18 -0.13
H -8.439449 0.531617 -2.445633 -0.28 0.07 0.38
H -10.067692 0.583797 -3.231567 0.11 0.22 0.10
H -9.058453 -0.844381 -3.333453 0.23 0.25 -0.42
H -6.840257 -0.350930 1.278391 -0.19 0.34 0.10
H -8.154740 0.610197 0.414691 -0.06 -0.26 0.34
H -6.927772 -0.293166 -0.487247 -0.06 -0.20 0.07
O -4.933248 -0.494850 7.771191 -0.90 0.21 -1.30
S -4.638310 -1.335085 8.867652 1.51 -0.46 3.34
O -4.537803 -0.678062 10.188343 -0.43 -2.03 -2.45
O -5.635401 -2.651364 8.970728 1.39 2.09 1.35
C -6.457808 -2.920866 7.858908 -0.55 -1.32 -0.14
C -7.321302 -4.155282 8.285985 0.27 1.72 -0.89
C -3.073513 -2.196205 8.503489 -0.78 0.37 0.14
H -5.784517 -3.292489 7.086462 -0.25 0.33 -0.59
H -6.961621 -1.997167 7.574219 -0.29 -0.36 -0.21
H -7.949325 -3.931674 9.148355 0.47 -0.18 0.28
H -6.577290 -4.942879 8.405321 -0.60 -0.28 0.34
H -8.028996 -4.356178 7.481674 0.23 -0.35 -0.18
H -2.393077 -1.398199 8.206348 0.13 -0.12 0.32
H -3.187834 -2.874769 7.658160 -0.29 0.10 0.04
H -2.775258 -2.758736 9.388205 0.10 0.27 -0.07
O -2.312752 -4.207799 -6.968899 -0.77 1.31 -0.21
S -3.119647 -3.003669 -7.093593 -0.10 -0.14 -0.37
O -4.075099 -2.673676 -6.059400 1.41 0.12 -0.64
O -2.140808 -1.719202 -7.367782 -1.59 -0.37 1.36
C -1.270803 -1.792809 -8.460791 1.59 -0.90 -1.58
C 0.179228 -2.116247 -8.049948 -0.35 0.52 -0.10
C -4.072161 -2.994795 -8.639886 0.96 -0.92 0.88
H -1.338226 -0.950600 -9.149448 0.00 1.04 0.98
H -1.621890 -2.504946 -9.207583 0.06 -0.92 0.41
H 0.820336 -2.061007 -8.929731 -0.09 -0.46 -0.16
H 0.238967 -3.079631 -7.543544 0.00 -0.04 -0.26
H 0.629741 -1.375838 -7.388939 -0.46 0.17 0.22
H -4.184722 -1.946892 -8.917975 -0.39 -0.32 -0.08
H -4.958621 -3.562630 -8.357306 -0.26 0.52 -0.20
H -3.525214 -3.607732 -9.356317 -0.03 0.36 -0.17
O 7.565876 1.608021 8.321109 -1.01 1.33 -2.74
S 7.107128 1.999318 6.972924 0.38 -1.57 0.22
O 6.492719 3.273682 6.608446 1.12 -1.55 0.96
O 8.442033 1.720044 6.006561 -1.38 1.21 0.33
C 8.415734 2.305464 4.670406 0.19 -0.40 -1.14
C 8.875248 1.236429 3.680900 0.01 0.15 0.04
C 6.012059 0.637584 6.293303 0.91 1.77 -0.15
H 9.051670 3.182598 4.550757 0.23 -0.03 0.81
H 7.436301 2.649776 4.338339 -0.28 -0.13 0.60
H 9.855981 0.841874 3.946592 -0.22 -0.31 0.27
H 9.019009 1.630870 2.674999 -0.22 0.39 0.03
H 8.100832 0.474263 3.594427 0.30 -0.31 0.14
H 6.691767 -0.156748 5.984843 -0.33 -0.20 0.57
H 5.610623 1.098050 5.390577 -0.14 -0.08 0.01
H 5.194019 0.433938 6.984270 0.41 -0.24 0.04
C 8.877179 5.807457 -2.490358 0.91 0.74 1.31
C 10.114765 6.371947 -2.014409 -2.14 -1.50 -1.09
C 10.093488 7.104456 -0.865142 -0.70 0.92 2.48
C 8.905673 7.248858 -0.093409 -1.68 -0.33 -1.93
C 7.692067 6.768716 -0.618561 0.91 -1.08 0.36
C 7.696752 5.954558 -1.748840 0.98 0.28 -1.23
H 8.906125 5.264495 -3.423502 -0.15 -0.26 0.07
H 10.983312 6.011338 -2.545432 0.40 0.75 0.03
H 10.928407 7.617224 -0.410850 0.62 -0.35 -0.35
H 8.700573 7.734542 0.849171 1.22 0.45 0.12
H 6.776768 6.867615 -0.053901 -0.05 0.14 0.09
H 6.829107 5.431399 -2.122892 -0.33 0.24 0.15
C -1.152463 6.690252 -3.984393 -0.30 -0.25 -0.09
C 0.177576 7.412007 -4.126150 -0.50 0.34 -0.86
C 0.499769 7.676757 -5.614603 -1.10 -0.99 0.57
C 1.706473 8.508535 -5.746320 1.72 0.36 -1.46
C 1.634303 9.998042 -5.525706 -0.97 0.11 0.32
C 0.391879 10.563163 -6.266886 0.45 0.17 1.14
H -1.981680 7.322739 -4.301351 0.03 0.29 0.07
H -1.389564 6.339904 -2.979832 0.18 0.04 0.05
H -1.217595 5.837619 -4.660315 0.22 -0.25 0.06
H 0.109784 8.381390 -3.632388 0.10 0.04 0.25
H 1.021688 6.870602 -3.699004 -0.11 -0.12 0.17
H -0.371423 8.049280 -6.153439 -0.09 0.28 0.15
H 0.693193 6.720541 -6.100744 0.08 -0.25 0.06
H 2.446283 8.030762 -5.104042 0.45 0.24 -0.07
H 2.086750 8.506025 -6.767821 0.10 -0.92 -0.29
H 1.693914 10.099087 -4.442035 -0.51 0.98 0.06
H 2.497241 10.495963 -5.967864 0.23 -0.17 0.23
H -0.540351 10.145053 -5.887118 0.04 -0.08 -0.07
H 0.313568 11.640623 -6.121790 0.09 0.06 -0.25
H 0.490979 10.320667 -7.324933 -0.11 0.10 -0.05
```
Positions in Å, forces in eV/Å.

A 2-piece molecular cluster, CH2NO3S overall in a non-equilibrium geometry. Source: the OMol25 dataset; level of theory: the ωB97M-V functional and the def2-TZVPD basis.

Output
2S+1: 1
Frontier orbital gap (spin up / spin down) in eV: 9.197 / 5.015
Lowest unoccupied orbital energy (spin up / spin down) in eV: 3.989 / 3.421
Net charge: -1
HOMO level (spin up / spin down) in eV: -5.209 / -1.594
E_tot in Eh: -717.84930

The geometry in XYZ format:
```
8
Properties=species:S:1:pos:R:3:forces:R:3
C -0.101537 -0.714421 0.770677 3.84 -3.10 -1.64
N -0.298434 0.576241 1.139766 0.02 1.01 -0.04
O -0.368299 -3.567299 -0.014739 -1.16 0.13 -0.95
O 2.114385 -3.328425 -0.247816 0.67 0.21 -0.98
O -0.772564 -0.494095 1.918920 -2.95 0.71 2.45
S 0.940209 -3.427237 0.630241 0.80 -1.02 2.07
H -0.433262 -1.309769 -0.100670 -0.88 0.90 0.27
H 0.842660 -1.287036 1.129605 -0.34 1.16 -1.19
```
Positions in Å, forces in eV/Å.

An isolated molecule of CH2OS2 in a non-equilibrium geometry. Source: the OMol25 dataset; level of theory: the ωB97M-V functional and the def2-TZVPD basis.

Output
2S+1: 1
Frontier orbital gap in eV: 9.036
Lowest unoccupied orbital energy in eV: -0.506
HOMO level in eV: -9.542
SMILES string: OC(=S)S
E_tot in Eh: -910.86598

The geometry in XYZ format:
```
6
Properties=species:S:1:pos:R:3:forces:R:3
C -0.242024 0.106598 0.120412 3.87 -0.48 -2.05
H -0.881468 1.554421 -0.208937 -0.23 2.49 -0.41
H 1.253074 -1.917314 0.372549 0.14 1.92 -0.79
O 0.080000 1.479616 -0.060758 -2.92 -3.02 0.84
S 1.467750 -0.581474 -0.122778 -1.69 -1.81 1.59
S -1.677332 -0.641848 -0.100487 0.82 0.90 0.83
```
Positions in Å, forces in eV/Å.

An isolated molecule of C7H12 in a non-equilibrium geometry. Source: the OMol25 dataset; level of theory: the ωB97M-V functional and the def2-TZVPD basis.

Output
2S+1: 1
Frontier orbital gap in eV: 9.801
Lowest unoccupied orbital energy in eV: 1.054
HOMO level in eV: -8.747
SMILES string: C=C/C(=C/C)CC
E_tot in Eh: -273.83609

The geometry in XYZ format:
```
19
Properties=species:S:1:pos:R:3:forces:R:3
C 1.673298 0.530838 -0.892571 -0.16 0.55 -1.26
C 0.415911 -0.362920 -0.987663 2.27 -0.81 0.13
C -0.539740 -0.337205 0.174850 -1.47 1.10 -0.42
C -1.132784 0.803961 0.575682 -1.24 -1.14 -0.39
C -0.865791 2.215696 0.211036 0.91 0.64 -0.52
C -0.029157 -2.403101 1.309045 0.04 -1.82 0.02
C -0.965475 -1.679650 0.706015 1.66 0.21 -0.31
H 2.219642 0.347304 0.023061 0.12 0.08 0.17
H 1.527523 1.601705 -1.056152 -0.39 -0.03 0.59
H 2.316817 0.335355 -1.761744 0.08 -0.54 0.33
H 0.886335 -1.355953 -1.035563 -0.38 -0.03 0.19
H -0.014898 -0.301533 -1.993878 -0.57 0.51 0.36
H -2.130851 0.666899 1.007954 0.59 -0.05 0.84
H -1.118688 2.455982 -0.826923 -0.26 -0.16 -0.05
H 0.199421 2.462604 0.263929 -0.19 -0.02 0.25
H -1.404888 2.920271 0.843625 -0.02 -0.14 0.04
H 0.985004 -2.179181 1.625991 -0.18 0.91 -0.27
H -0.169069 -3.486345 1.383976 -0.45 0.27 0.45
H -1.852609 -2.234727 0.429330 -0.35 0.50 -0.18
```
Positions in Å, forces in eV/Å.

A 2-piece molecular cluster, C4H8 overall in a non-equilibrium geometry. Source: the OMol25 dataset; level of theory: the ωB97M-V functional and the def2-TZVPD basis.

Output
2S+1: 1
Frontier orbital gap in eV: 11.237
Lowest unoccupied orbital energy in eV: 1.222
HOMO level in eV: -10.014
SMILES string: C=C.C=C
E_tot in Eh: -157.09354

The geometry in XYZ format:
```
12
Properties=species:S:1:pos:R:3:forces:R:3
C -0.873050 0.903632 1.046090 -1.18 -2.67 -1.70
C -1.843291 1.743711 1.356873 -0.50 1.97 0.07
H -0.994636 -0.006850 0.303670 -0.12 1.96 1.64
H 0.050089 0.860780 1.549838 1.20 0.55 0.33
H -2.882042 1.639164 0.932221 1.33 0.31 0.43
H -1.590592 2.718349 1.947075 -0.75 -2.12 -0.76
C 1.159724 -1.948524 -1.259985 -1.48 0.82 -2.42
C 1.605944 -0.691781 -1.063561 -0.01 -1.78 -4.22
H 0.500610 -2.472788 -0.609653 0.51 -0.75 1.28
H 0.973554 -2.357066 -2.348737 0.71 1.10 2.08
H 1.853567 -0.217905 -0.169449 -0.13 0.73 1.34
H 1.793483 -0.205912 -2.081466 0.42 -0.13 1.92
```
Positions in Å, forces in eV/Å.